{"formula": "C35H65Cl10N5O5S5", "method": "ωB97M-V/def2-TZVPD", "species": ["C", "S", "O", "C", "H", "H", "H", "H", "H", "H", "C", "S", "O", "C", "H", "H", "H", "H", "H", "H", "C", "S", "O", "C", "H", "H", "H", "H", "H", "H", "C", "S", "O", "C", "H", "H", "H", "H", "H", "H", "C", "S", "O", "C", "H", "H", "H", "H", "H", "H", "N", "C", "C", "C", "C", "H", "H", "H", "H", "H", "N", "C", "C", "C", "C", "H", "H", "H", "H", "H", "N", "C", "C", "C", "C", "H", "H", "H", "H", "H", "N", "C", "C", "C", "C", "H", "H", "H", "H", "H", "N", "C", "C", "C", "C", "H", "H", "H", "H", "H", "C", "Cl", "Cl", "H", "H", "C", "Cl", "Cl", "H", "H", "C", "Cl", "Cl", "H", "H", "C", "Cl", "Cl", "H", "H", "C", "Cl", "Cl", "H", "H"], "xyz": [[4.3783, 0.4070, 0.6791], [4.2537, -1.0453, 1.6243], [4.9654, -2.0713, 0.8171], [5.2893, -0.4724, 2.9678], [4.0848, 0.2034, -0.3484], [5.4647, 0.7178, 0.7160], [3.7489, 1.1791, 1.1051], [5.3881, -1.2039, 3.7905], [4.7829, 0.4119, 3.4110], [6.2279, -0.1879, 2.5142], [2.6892, -3.2743, -0.7538], [2.5232, -3.9649, 0.8714], [1.1983, -3.4264, 1.4053], [2.1488, -5.5507, 0.2726], [1.7006, -3.2651, -1.2999], [3.4600, -3.8191, -1.3345], [3.0808, -2.2481, -0.6169], [2.9958, -6.0071, -0.1122], [1.4855, -5.3988, -0.6336], [1.5883, -6.1731, 0.9858], [-0.0724, 0.3079, 5.2569], [0.1160, -0.7652, 3.7755], [1.3166, -0.2378, 3.0877], [0.6013, -2.1850, 4.7660], [-0.8080, -0.2596, 5.8882], [-0.4470, 1.3141, 5.0213], [0.8950, 0.3630, 5.7376], [-0.2178, -2.4870, 5.3741], [1.5291, -1.9096, 5.3164], [0.8007, -2.9932, 4.0763], [-0.4530, 5.3026, -1.1427], [1.1314, 4.7607, -1.7104], [1.3094, 3.3333, -1.3738], [0.7034, 4.7292, -3.4756], [-1.2223, 4.6407, -1.5561], [-0.5037, 6.3689, -1.4189], [-0.5627, 5.0559, -0.1013], [0.0593, 3.8561, -3.6864], [1.6031, 4.6200, -4.0731], [0.2031, 5.6357, -3.8021], [-4.8913, 1.6172, -1.3213], [-4.0738, 2.3623, 0.0367], [-3.3635, 3.5325, -0.5636], [-5.4122, 2.9634, 0.9834], [-5.6025, 2.3406, -1.7970], [-5.4028, 0.7146, -0.9696], [-4.2007, 1.3299, -2.1244], [-6.0555, 2.0909, 1.2717], [-5.8715, 3.7531, 0.3774], [-4.8675, 3.4059, 1.7878], [-0.5944, -0.4807, -5.3574], [-1.4616, -1.1532, -6.1143], [-2.7358, -0.8157, -5.6624], [-2.6042, 0.0555, -4.5432], [-1.2312, 0.2895, -4.4399], [0.4259, -0.6586, -5.2234], [-1.1879, -1.8517, -6.8950], [-3.6292, -1.1789, -6.1380], [-3.3997, 0.5874, -4.0001], [-0.7482, 0.8097, -3.6647], [-0.0353, -1.1490, 0.1573], [-0.1260, 0.2182, 0.0710], [-1.2103, 0.5400, -0.7594], [-1.7867, -0.7506, -1.1835], [-0.9545, -1.7117, -0.6161], [0.5946, -1.6619, 0.7782], [0.4794, 0.8659, 0.6393], [-1.4323, 1.5887, -0.8650], [-2.6533, -0.9870, -1.7679], [-0.9565, -2.7554, -0.8490], [2.0028, 2.5643, 2.8526], [2.5912, 2.7637, 4.0681], [2.9553, 4.0772, 4.1266], [2.6862, 4.7111, 2.9032], [2.0653, 3.6740, 2.1275], [1.6231, 1.6921, 2.5520], [2.6920, 2.0114, 4.8371], [3.4060, 4.5600, 4.9603], [2.8885, 5.7242, 2.5883], [1.5627, 3.6956, 1.1619], [-1.4602, -4.2294, 1.8333], [-2.5503, -4.6176, 1.1120], [-3.4414, -5.2116, 1.9056], [-2.8282, -5.1797, 3.2386], [-1.5973, -4.6268, 3.1008], [-0.5733, -3.8488, 1.4779], [-2.5820, -4.4200, 0.0387], [-4.4354, -5.4702, 1.6162], [-3.2462, -5.5883, 4.1560], [-0.7631, -4.6214, 3.7749], [2.5651, 0.9172, -2.9256], [3.4447, 0.7095, -3.9673], [3.2767, -0.6048, -4.3850], [2.2137, -1.1688, -3.5855], [1.7613, -0.1688, -2.7362], [2.4526, 1.8027, -2.4702], [4.0623, 1.4495, -4.4454], [3.7818, -1.0550, -5.1874], [1.6966, -2.0555, -3.8453], [0.9341, -0.1441, -2.0527], [4.8617, 4.5152, -1.3003], [4.9086, 4.8239, -3.0742], [6.0729, 3.2831, -0.8008], [5.1457, 5.3388, -0.6943], [3.8681, 4.1855, -1.0977], [-0.8604, 4.1951, 3.5308], [-1.3646, 3.0212, 2.3336], [-0.8850, 5.8885, 3.0360], [-1.5594, 4.2335, 4.3791], [0.1413, 3.9698, 3.8124], [-0.9680, -3.7468, -3.7967], [-0.9012, -4.8663, -2.4075], [0.0931, -4.2883, -5.0380], [-1.9609, -3.6610, -4.1954], [-0.7557, -2.7225, -3.4196], [-3.3276, -0.7073, 2.5445], [-3.4526, 0.4811, 3.8483], [-4.8744, -0.9225, 1.7054], [-2.6326, -0.4669, 1.7524], [-3.0473, -1.6539, 2.9907], [-5.6015, -3.3494, -1.1537], [-4.3087, -3.0241, -2.3110], [-7.0794, -2.3845, -1.2284], [-5.9467, -4.4242, -1.3517], [-5.1981, -3.2322, -0.1631]], "mulliken_charge": [-0.529, 0.837, -0.710, -1.126, 0.086, 0.379, -0.023, 0.347, 0.233, 0.457, -0.285, 0.441, -0.588, -1.045, -0.101, 0.723, -0.253, 0.513, 0.152, 0.340, -1.019, 0.988, -0.961, -1.113, 0.424, 0.099, 0.412, 0.544, 0.448, -0.016, -0.660, 0.476, -0.447, -0.984, 0.185, 0.489, 0.009, 0.162, 0.329, 0.444, -0.394, 0.886, -0.705, -1.100, 0.428, 0.262, -0.345, 0.311, 0.378, 0.344, 0.102, -0.613, -0.869, -0.077, -0.823, 0.217, 0.458, 0.440, 0.289, 0.853, 2.551, -1.519, -0.409, 0.402, -0.699, -0.796, 0.441, 0.446, -0.233, -0.082, 1.637, -0.749, -0.760, -0.967, -1.296, -0.399, 0.397, 0.497, 0.522, 1.084, 0.800, -0.299, -0.605, -0.883, -0.415, -0.015, 0.220, 0.490, 0.418, 0.453, 0.640, -0.742, -0.789, -0.664, -0.511, -0.083, 0.441, 0.535, 0.347, 0.888, 0.497, -0.177, -0.178, 0.408, -0.510, -0.179, 0.145, -0.175, 0.395, -0.119, 0.530, -0.148, -0.174, 0.374, -0.578, 0.802, -0.145, -0.175, -0.689, 0.146, -0.041, -0.015, -0.168, 0.338, -0.153], "homo_energy_ev": -7.9, "mol_weight_g_mol": 1150.8, "homo_lumo_gap_ha": 0.301, "fmax_ha_per_bohr": 0.067}

{"formula": "C35H65N2O22", "method": "ωB97M-V/def2-TZVPD", "species": ["C", "C", "C", "N", "C", "C", "C", "C", "C", "C", "C", "C", "C", "C", "C", "C", "C", "O", "N", "O", "C", "O", "O", "H", "H", "H", "H", "H", "H", "H", "H", "H", "H", "H", "H", "H", "H", "H", "H", "H", "H", "H", "H", "H", "H", "H", "H", "H", "H", "H", "H", "H", "C", "O", "C", "O", "O", "C", "H", "H", "H", "H", "H", "H", "C", "O", "C", "O", "O", "C", "H", "H", "H", "H", "H", "H", "C", "O", "C", "O", "O", "C", "H", "H", "H", "H", "H", "H", "C", "O", "C", "O", "O", "C", "H", "H", "H", "H", "H", "H", "C", "O", "C", "O", "O", "C", "H", "H", "H", "H", "H", "H", "C", "O", "C", "O", "O", "C", "H", "H", "H", "H", "H", "H"], "xyz": [[-0.9852, 4.5250, 2.4116], [-2.0554, 4.0453, 2.1611], [-3.3043, 3.3599, 1.8169], [-3.6692, 3.6293, 0.4525], [-4.8665, 2.9548, 0.0114], [-4.9409, 1.4498, 0.2982], [-3.9981, 0.5179, -0.5018], [-2.6351, 0.2030, 0.1553], [-1.5460, 1.2220, -0.2436], [-0.2902, 0.6162, -0.8761], [0.8501, 1.6500, -0.9085], [0.4948, 2.9246, -1.6727], [1.3127, 4.1715, -1.2746], [0.4938, 5.4361, -1.5331], [1.1147, 6.7391, -0.9815], [0.1094, 7.6050, -0.1881], [0.6334, 8.0708, 1.1895], [-4.7936, 3.1192, -1.4335], [-6.0160, 3.2331, -2.0382], [-5.8767, 3.3527, -3.1972], [-6.1604, 3.6942, 0.5777], [-6.0747, 4.9336, 0.6133], [-7.0905, 2.9504, 0.9310], [-0.0171, 4.8482, 2.7017], [-3.1248, 2.3023, 2.0452], [-4.0730, 3.7474, 2.4876], [-2.9056, 3.5304, -0.1987], [-5.9648, 1.1711, 0.0715], [-4.8154, 1.2444, 1.3595], [-3.8313, 0.8718, -1.5171], [-4.5283, -0.4320, -0.6016], [-2.7918, 0.1948, 1.2344], [-2.3137, -0.7948, -0.1439], [-1.2308, 1.8226, 0.6081], [-1.9917, 1.8677, -0.9902], [0.0435, -0.2481, -0.2974], [-0.5142, 0.2747, -1.8885], [1.1486, 1.8650, 0.1173], [1.7045, 1.1933, -1.4151], [-0.5516, 3.1894, -1.5527], [0.6472, 2.7418, -2.7379], [1.5606, 4.1125, -0.2146], [2.2252, 4.1983, -1.8697], [-0.4947, 5.3043, -1.0992], [0.3621, 5.5223, -2.6133], [1.9834, 6.5131, -0.3662], [1.4424, 7.3248, -1.8395], [-0.1736, 8.4782, -0.7709], [-0.8069, 7.0465, -0.0175], [1.5752, 7.5869, 1.4392], [0.7813, 9.1481, 1.2056], [-0.0844, 7.8235, 1.9670], [1.2638, -5.1950, -0.9629], [0.5634, -4.2410, -0.1629], [0.6734, -4.4187, 1.1513], [1.2948, -5.2982, 1.6940], [-0.0189, -3.4606, 1.7574], [0.0049, -3.5181, 3.1858], [1.0781, -4.9150, -1.9962], [2.3344, -5.1528, -0.7672], [0.8943, -6.2043, -0.7897], [1.0228, -3.4143, 3.5566], [-0.4265, -4.4526, 3.5389], [-0.5969, -2.6824, 3.5293], [4.1101, -6.5005, 1.8760], [5.1153, -7.4205, 1.4180], [4.7557, -8.6991, 1.4680], [3.7009, -9.1274, 1.8568], [5.7725, -9.4353, 1.0098], [5.5189, -10.8421, 0.9986], [4.5420, -5.5087, 1.7751], [3.2137, -6.5721, 1.2737], [3.8694, -6.6892, 2.9199], [4.6775, -11.0792, 0.3503], [5.3277, -11.2067, 2.0063], [6.4177, -11.3094, 0.6064], [2.5896, -15.0740, -2.4869], [2.9665, -14.2457, -3.5895], [3.5843, -13.1180, -3.2393], [3.8352, -12.7723, -2.1145], [3.8750, -12.4390, -4.3474], [4.5395, -11.1935, -4.1150], [2.1030, -15.9444, -2.9166], [3.4668, -15.3846, -1.9226], [1.8951, -14.5503, -1.8331], [5.4914, -11.3542, -3.6127], [3.9143, -10.5300, -3.5210], [4.7107, -10.7563, -5.0939], [1.4978, 2.4577, 8.3536], [0.0710, 2.4777, 8.3208], [-0.4449, 2.4460, 7.0866], [0.1900, 2.3987, 6.0666], [-1.7692, 2.4716, 7.1919], [-2.4665, 2.4534, 5.9392], [1.7762, 2.4873, 9.4033], [1.8810, 1.5464, 7.8979], [1.9070, 3.3262, 7.8410], [-2.2364, 1.5439, 5.3877], [-2.2161, 3.3264, 5.3395], [-3.5262, 2.4737, 6.1747], [2.1138, -3.9456, -7.7683], [1.4818, -4.0566, -6.4922], [1.6394, -2.9846, -5.7110], [2.2521, -1.9910, -5.9992], [1.0041, -3.2112, -4.5641], [1.0822, -2.1365, -3.6202], [1.9058, -4.8754, -8.2897], [1.7014, -3.1098, -8.3300], [3.1891, -3.8202, -7.6554], [0.6284, -1.2358, -4.0275], [2.1166, -1.9424, -3.3424], [0.5285, -2.4488, -2.7389], [-4.3312, 9.8229, -0.9000], [-4.2266, 11.1941, -0.4781], [-3.0325, 11.5296, -0.0049], [-2.0726, 10.8095, 0.0701], [-3.0764, 12.8097, 0.3849], [-1.8472, 13.2911, 0.9260], [-5.3477, 9.6945, -1.2569], [-3.6286, 9.6179, -1.7048], [-4.1507, 9.1473, -0.0674], [-1.0515, 13.2356, 0.1849], [-1.5665, 12.7220, 1.8104], [-2.0222, 14.3283, 1.1983]], "mulliken_charge": [-0.048, -1.136, 0.141, -0.013, 0.841, -1.012, -1.120, -0.943, 0.560, -0.772, -0.877, -0.305, -0.843, -0.258, -0.891, -0.036, -1.315, -0.247, 0.101, -0.452, 0.496, -0.691, -0.769, 0.502, -0.079, 0.574, -0.065, 0.676, 0.301, 0.490, 0.404, 0.290, 0.479, -0.148, 0.155, 0.287, 0.169, 0.399, 0.394, 0.197, 0.325, 0.449, 0.218, 0.057, 0.309, 0.466, 0.242, 0.408, 0.174, 0.394, 0.260, 0.288, -0.635, -0.223, 0.762, -0.592, -0.235, -0.667, 0.144, 0.320, 0.323, 0.307, 0.305, 0.194, -0.487, -0.361, 0.785, -0.548, -0.335, -0.593, 0.278, 0.175, 0.302, 0.293, 0.290, 0.199, -0.622, -0.329, 0.828, -0.538, -0.312, -0.602, 0.214, 0.290, 0.296, 0.284, 0.287, 0.201, -0.621, -0.332, 0.786, -0.552, -0.332, -0.630, 0.209, 0.289, 0.295, 0.288, 0.275, 0.309, -0.635, -0.325, 0.741, -0.536, -0.272, -0.743, 0.216, 0.294, 0.294, 0.387, 0.368, 0.214, -0.598, -0.320, 0.817, -0.529, -0.338, -0.609, 0.195, 0.273, 0.319, 0.280, 0.287, 0.208], "charge": -1, "homo_energy_ev": -4.8, "mol_weight_g_mol": 865.9, "homo_lumo_gap_ha": 0.228, "fmax_ha_per_bohr": 0.018}